120
Properties=species:S:1:pos:R:3:forces:R:3 method="wB97M-V/def2-TZVPD" homo_energy_ha=-0.376 molar_mass_da=720.60 multiplicity=1 relative_energy_kcal_mol=413.34 total_charge=0 e_tot_ev=-83187.8912 homo_lumo_gap_ev=9.50
H 0.06115 -1.52964 6.21152 -0.5 0.5 -0.4
H -0.51007 -0.08510 6.09447 -5.2 4.3 -4.6
O 0.02079 -0.61661 6.50427 5.7 -5.0 5.4
H -4.22454 -1.72222 -3.35261 -4.1 -1.7 1.0
H -2.87087 -1.40692 -2.66055 -0.9 0.0 -1.0
O -3.39200 -1.44158 -3.50916 4.7 1.1 0.1
H 1.94370 0.38592 -5.44228 -0.7 1.0 0.0
H 0.55223 -0.51566 -4.78796 1.6 1.1 -0.3
O 1.49009 -0.37683 -5.10488 -0.2 -2.2 0.5
H 1.78147 0.15154 4.99539 -0.2 -1.5 1.8
H 1.58324 0.80261 3.90339 -1.0 -0.8 -1.2
O 1.26945 -0.08732 4.22301 1.5 3.2 -0.8
H -0.33916 3.78174 -1.33106 0.2 -0.1 -0.1
H -0.19341 3.52343 -2.81638 2.8 1.2 2.8
O 0.40016 3.80556 -1.96704 -3.0 -1.2 -2.4
H 3.22041 -0.62269 -2.12200 3.1 -0.2 1.4
O 2.38605 -0.55547 -2.46904 -2.5 -0.3 -3.1
H -2.68284 0.37914 -0.95956 0.8 0.7 -0.2
O -2.13602 1.19297 -1.03966 1.1 -0.3 0.6
H 5.25418 0.98670 -2.29650 3.0 -0.6 -2.2
H 5.85069 2.08902 -3.13701 1.3 -4.4 -0.4
O 5.99472 0.97382 -3.08609 -3.3 5.6 3.4
H 0.17252 5.06824 -0.34297 1.3 1.3 0.7
H 1.57442 5.76614 0.24115 -2.5 -0.6 -0.2
O 0.57243 5.64643 0.36232 1.3 -0.4 -0.3
H 3.30986 -1.90185 -0.36908 -1.1 1.0 0.3
H 3.79616 -2.30345 -1.91862 -0.3 -1.0 4.0
O 3.83400 -2.50183 -0.85943 1.5 -0.6 -4.3
H -0.66580 -5.36322 0.69587 -0.3 0.8 -1.3
H -1.31421 -6.55898 1.39078 -3.7 -3.5 -0.7
O -0.69117 -5.93392 1.43629 3.9 2.6 1.6
H 1.91230 2.66808 -1.48589 -0.9 1.5 -0.2
O 2.29389 1.85839 -1.75461 3.3 0.6 0.0
H 4.53847 2.64495 1.86836 0.9 -5.1 3.3
H 4.41531 3.17022 0.57119 -0.1 0.3 -0.7
O 4.39663 3.42476 1.48963 -0.9 5.1 -2.5
H -3.74253 1.22213 -3.66596 0.4 0.1 -0.2
H -2.38572 1.76847 -4.03730 0.8 2.0 -0.4
O -2.81501 0.98790 -3.79339 -0.6 -1.8 -0.4
H -1.80076 2.98663 0.70308 -0.9 -1.3 2.4
H -1.26334 2.90425 2.15098 -0.2 -0.3 -0.1
O -1.98645 2.52857 1.61299 1.0 1.2 -2.3
H 4.15217 0.82883 -3.67247 0.0 -0.9 -4.0
H 3.87288 -0.45683 -4.48993 0.6 0.4 -0.9
O 4.09455 0.47565 -4.67879 -0.9 0.4 3.3
H -0.27916 -2.32462 1.87198 -0.2 -1.7 -1.3
H 0.24636 -2.44784 0.56546 1.9 0.7 -2.1
O -0.28484 -3.02260 1.05880 0.2 0.2 1.5
H -2.57792 5.43996 -0.62548 -0.1 1.3 1.7
H -2.85621 4.43903 -1.60529 2.6 1.0 0.3
O -2.04714 4.98772 -1.25128 -2.5 -2.6 -1.9
H 1.71098 2.23844 0.42287 0.5 -0.6 0.1
O 2.16664 1.47005 0.81270 0.5 0.4 0.5
H 0.39334 3.97406 3.26728 0.9 3.0 0.6
H 1.07284 2.78279 2.51826 0.4 0.4 -0.1
O 0.33722 3.09054 3.05403 -0.9 -3.3 -0.5
H -6.27815 -2.20382 1.86051 -1.7 3.4 3.5
O -5.94009 -2.78054 1.27909 4.8 -3.5 -3.6
H -3.92123 -4.99167 0.40499 -2.8 -1.1 2.6
H -3.30036 -5.51131 -0.90373 0.0 2.8 2.5
O -3.30533 -4.71640 -0.19601 2.7 -1.9 -5.2
H -2.05625 6.13231 1.78358 -0.5 12.7 -2.4
H -1.04585 5.07311 2.14222 -1.4 1.1 -0.7
O -1.98138 5.33897 1.95083 1.9 -13.4 3.0
H 5.35599 0.21028 2.59049 2.5 -1.3 0.3
H 4.46721 0.77961 1.57685 -0.4 0.3 -4.5
O 4.55884 0.63875 2.45613 -2.2 0.7 4.2
H 1.56337 -3.21320 -5.16996 0.5 2.5 -1.9
H 0.49332 -3.85392 -4.34514 0.3 0.1 -0.2
O 1.41531 -3.93428 -4.63307 -2.5 -3.1 1.7
H 4.27939 0.24486 -0.81785 1.9 0.0 0.9
H 5.77639 -0.16420 -0.72297 4.5 -4.9 -2.7
O 5.18776 0.39092 -0.41559 -6.7 5.0 2.2
H -0.38334 -3.82501 2.75134 1.3 -1.1 2.4
H 0.44366 -4.90752 2.73006 0.8 -1.4 0.0
O 0.15411 -4.36748 3.45850 -1.9 2.1 -1.6
H -2.94925 2.93620 3.50127 0.1 0.2 -0.2
H -1.89397 3.08437 4.64165 -0.8 0.1 -0.3
O -2.85467 3.01414 4.45932 0.1 0.7 0.3
H 2.71176 -1.79507 3.08355 8.5 6.8 -2.2
H 2.35455 -3.07428 3.86717 0.1 0.8 -0.8
O 2.10922 -2.32240 3.29380 -8.4 -8.1 2.8
H -1.90621 -2.32153 2.26189 -2.5 -0.9 -1.9
H -2.64850 -3.56606 1.57115 0.4 -2.1 -0.1
O -2.59732 -2.64314 1.53961 0.1 3.6 2.1
H 3.04106 -2.52770 -3.98525 -2.1 1.2 0.6
H 3.10995 -4.11576 -3.84830 0.2 1.9 -0.4
O 3.55676 -3.27477 -4.12934 3.5 -2.4 0.3
H -0.36411 -0.71104 2.84005 -0.6 0.5 -0.3
O -0.51766 -1.63720 3.04037 -3.5 1.5 -0.9
H -0.59971 0.85034 0.72603 0.6 -0.1 0.6
H 0.75876 0.37964 1.61844 -1.1 0.7 -1.1
O 0.02814 0.14730 0.99754 -0.3 -1.0 0.4
H 2.13974 0.80592 0.09908 -0.2 0.7 0.3
H 2.55663 -0.49392 -3.47159 -1.4 0.2 1.7
H -4.90576 -2.74890 1.35894 -2.9 0.2 0.1
H -2.83921 1.83244 -1.13428 -0.1 0.3 -0.2
H 1.61913 1.25450 -1.90179 -2.0 -1.8 -0.8
H 0.26150 -1.83132 3.45324 3.9 -1.5 2.4
O -4.11633 -0.26451 -0.53491 0.4 -0.7 1.4
H -4.71133 -0.67413 -1.14420 -0.5 -1.1 -0.3
H -3.64659 -0.97195 -0.01649 -0.9 0.5 -0.6
O -2.86197 -3.08601 4.74037 4.1 -1.7 -1.5
H -2.40088 -3.56359 3.89527 -1.8 1.6 3.1
H -2.02021 -3.04183 5.34133 -2.4 0.0 -1.5
O -0.42332 -1.61598 -3.82806 1.0 -1.9 3.9
H -0.83475 -1.89853 -2.89147 1.3 1.2 -2.7
H -1.10144 -1.30912 -4.36464 -2.7 0.7 -1.2
O -1.50083 0.93018 4.75681 -0.6 0.8 -2.1
H -1.19105 1.16579 3.81540 -0.6 -0.7 2.2
H -2.40311 1.39501 4.77718 1.5 -1.0 0.1
O -4.41556 2.08886 -2.14879 -1.1 2.1 0.4
H -4.95505 2.77723 -1.68420 0.3 -1.3 -0.5
H -4.65849 1.22485 -1.81634 -0.2 0.0 0.6
O 0.61196 3.38350 -4.79955 4.0 2.0 0.8
H -0.15293 2.94434 -4.67667 -3.9 -2.5 0.0
H 0.70548 3.64388 -5.69819 -0.2 0.2 -1.1
O -1.58644 -2.20422 -1.21583 -1.5 -1.5 0.3
H -2.12647 -3.06617 -1.35533 1.4 2.1 0.9
H -1.47695 -2.10833 -0.20826 -0.2 -0.8 -1.6